{"formula": "C33H23Br2FeN4O3S", "method": "ωB97M-V/def2-TZVPD", "symbols": ["Fe", "C", "O", "C", "N", "C", "C", "C", "C", "C", "C", "C", "C", "C", "C", "C", "C", "N", "C", "N", "C", "C", "O", "C", "C", "C", "C", "C", "C", "H", "H", "H", "H", "H", "H", "H", "H", "H", "H", "H", "H", "H", "H", "H", "H", "H", "H", "H", "Br", "C", "C", "C", "Br", "C", "C", "C", "C", "N", "C", "C", "O", "H", "H", "H", "H", "S", "C"], "positions_angstrom": [[-0.639725, -0.403447, -0.693391], [1.557821, -4.263688, -0.360247], [0.136757, -4.462465, -0.576335], [-0.394668, -3.233089, -0.551464], [0.394345, -2.218343, -0.457002], [1.771850, -2.736145, -0.484212], [2.672390, -2.199927, 0.597518], [3.997371, -1.910569, 0.292370], [4.866800, -1.463611, 1.277033], [4.415292, -1.306862, 2.579245], [3.095773, -1.603024, 2.890599], [2.227337, -2.045884, 1.904792], [-1.814526, -2.986934, -0.743131], [-2.826374, -3.917253, -0.772857], [-4.137698, -3.486142, -1.007356], [-4.361786, -2.137070, -1.203314], [-3.296803, -1.243533, -1.163999], [-2.008714, -1.649601, -0.939727], [-3.321971, 0.175086, -1.320649], [-2.206118, 0.813956, -1.232947], [-2.500265, 2.246194, -1.274631], [-3.972784, 2.254633, -1.738436], [-4.439681, 0.899124, -1.516733], [-1.581858, 3.039182, -2.171732], [-1.362891, 4.384625, -1.903310], [-0.539022, 5.141851, -2.722105], [0.079135, 4.553341, -3.815730], [-0.134371, 3.209109, -4.086200], [-0.964624, 2.454320, -3.270499], [2.092073, -4.847691, -1.105407], [1.800930, -4.623350, 0.639882], [2.194802, -2.463007, -1.453912], [4.342092, -2.006304, -0.731103], [5.892475, -1.228034, 1.024439], [5.086087, -0.948562, 3.349525], [2.742446, -1.481878, 3.907435], [1.196526, -2.271329, 2.150268], [-2.593388, -4.962208, -0.619099], [-4.954159, -4.192942, -1.037226], [-5.358288, -1.756720, -1.386518], [-2.403615, 2.635801, -0.255954], [-4.051698, 2.467647, -2.805346], [-4.614211, 2.926583, -1.174366], [-1.823195, 4.839738, -1.032640], [-0.367189, 6.186621, -2.497285], [0.735971, 5.136853, -4.447865], [0.361184, 2.738877, -4.925778], [-1.099835, 1.397822, -3.461393], [2.895565, 3.594062, -0.000120], [2.111299, 2.392561, 1.220566], [2.522497, 2.451328, 2.570142], [1.894127, 1.719242, 3.530788], [2.510089, 1.829843, 5.319738], [0.804487, 0.869734, 3.204879], [0.077685, 0.082798, 4.120194], [-0.930839, -0.718473, 3.661429], [-1.202604, -0.751594, 2.284159], [-0.540735, -0.035082, 1.405357], [0.442774, 0.784829, 1.844596], [1.094017, 1.558546, 0.827685], [0.581468, 1.447155, -0.392089], [3.343490, 3.105360, 2.828340], [0.331478, 0.123456, 5.170833], [-1.513841, -1.335004, 4.331277], [-1.978351, -1.403473, 1.894425], [2.614336, 0.440165, -1.883261], [1.053034, 0.392786, -1.612167]], "atomic_forces_ev_per_a": [[-0.210, -0.302, -1.047], [-0.037, 0.011, -0.014], [0.062, 0.062, 0.035], [-0.307, 0.335, -0.086], [-0.152, -0.069, 0.109], [-0.087, -0.017, -0.006], [0.082, 0.035, -0.073], [0.010, 0.077, 0.036], [-0.023, -0.005, -0.002], [0.011, 0.008, -0.003], [-0.001, 0.028, 0.052], [0.024, -0.055, -0.032], [0.555, -0.331, 0.068], [-0.151, 0.081, -0.061], [0.170, -0.218, 0.048], [0.054, 0.375, -0.068], [-0.307, -0.288, -0.047], [0.079, 0.250, 0.260], [-0.035, 0.260, -0.080], [0.478, -0.268, 0.436], [0.078, -0.003, -0.057], [-0.017, -0.031, -0.020], [0.004, -0.030, 0.010], [-0.013, -0.014, 0.004], [0.000, -0.012, 0.034], [0.016, 0.010, -0.012], [0.001, -0.006, -0.003], [-0.013, -0.008, 0.018], [-0.015, 0.029, -0.002], [0.019, 0.019, 0.013], [-0.005, -0.004, -0.002], [0.035, -0.057, 0.018], [-0.008, -0.019, 0.013], [-0.001, 0.003, -0.001], [0.000, -0.004, 0.003], [-0.012, 0.014, -0.003], [-0.056, 0.004, 0.015], [0.019, 0.004, 0.001], [0.008, 0.002, 0.007], [0.016, 0.027, -0.006], [-0.029, 0.009, -0.002], [0.006, 0.007, 0.002], [0.012, 0.017, -0.014], [0.002, -0.004, -0.001], [-0.001, 0.000, 0.003], [-0.003, 0.002, 0.000], [0.001, 0.002, -0.001], [-0.007, -0.008, -0.003], [-0.005, -0.014, -0.012], [-0.045, 0.014, -0.045], [0.022, 0.036, 0.029], [0.004, 0.002, -0.068], [-0.008, -0.011, -0.005], [0.071, 0.012, -0.063], [0.006, 0.015, -0.008], [0.012, 0.006, 0.014], [-0.028, -0.047, -0.053], [-0.185, -0.198, 0.184], [0.160, 0.038, -0.001], [-0.055, -0.184, -0.292], [0.018, 0.786, 0.328], [-0.008, -0.009, 0.039], [-0.024, -0.017, 0.008], [0.011, 0.014, 0.024], [0.011, 0.012, -0.029], [-0.048, -0.052, -0.235], [-0.161, -0.323, 0.648]], "mulliken_spin": [0.84, 0.00, 0.00, -0.03, -0.01, 0.00, 0.00, 0.00, 0.00, 0.00, 0.00, 0.00, 0.07, -0.02, 0.04, -0.02, 0.08, 0.08, -0.03, -0.01, -0.01, 0.00, 0.00, 0.00, 0.00, 0.00, 0.00, 0.00, -0.01, 0.00, 0.00, 0.00, 0.00, 0.00, 0.00, 0.00, 0.00, 0.00, 0.00, 0.00, 0.00, 0.00, 0.00, 0.00, 0.00, 0.00, 0.00, 0.00, 0.00, 0.00, 0.00, 0.00, 0.00, 0.01, 0.00, 0.00, 0.00, 0.02, 0.02, -0.04, 0.04, 0.00, 0.00, 0.00, 0.00, -0.02, -0.01], "e_homo_ev": [-6.190, -6.263], "fmax_ev_per_a": 1.1, "mol_weight_da": 771.29, "charge": 0, "de_lowest_ev": 2.0238, "spin_multiplicity": 2, "orbital_gap_ev": [5.98, 6.06], "s_squared": 0.78, "total_energy_ha": -8525.96038}